Molecular formula: C33H16F8N4O2RhSe
Method: DFT, ωB97M-V/def2-TZVPD

Molecular weight (u): 834.367
Strongest force on any atom (hartree/bohr): 0.0161
Kohn-Sham gap (eV): 6.40
Calculated total energy (eV): -134629.3014
Energy relative to the best compared isomer or geometry (same formula, charge and spin) (kcal per mole): 114.9
HOMO energy (eV): -4.9
E_LUMO (eV): 1.46

```
! RIJCOSX wB97M-V def2-TZVPD def2/J DEFGRID3
* xyz -1 1
C 2.137 -2.928 -2.536
O -3.535 -0.748 3.129
F -1.114 5.423 -5.520
F 4.117 -1.374 -0.497
Rh -0.186 -1.558 0.891
F -2.754 4.225 -6.262
C -0.326 -3.921 5.576
N -1.393 1.613 1.994
C 2.939 0.664 -1.160
C -2.185 4.706 -5.136
C -1.287 1.620 -2.297
Se 1.518 -0.084 1.588
H 0.778 -1.296 -2.094
H 0.620 2.576 -2.093
C -2.522 1.660 -2.962
C 3.074 1.857 -0.207
C -2.800 2.651 -3.881
F 6.281 0.411 0.367
H 0.128 4.349 -3.743
H -2.316 4.236 0.108
C -0.615 3.595 -3.521
C -0.806 -0.200 -0.440
H -3.259 0.903 -2.731
C 1.285 -2.183 -1.738
H 2.317 -2.615 -3.555
C -2.398 3.271 0.592
C 4.086 -0.041 -0.621
H -2.443 -1.340 5.014
F 5.050 3.159 0.554
C -0.336 2.601 -2.599
C -1.683 -2.078 4.818
C -2.457 0.843 1.798
C 1.631 -3.602 0.060
N -1.373 -1.245 2.494
F 2.456 0.549 -2.444
C 4.463 1.987 0.280
F 2.377 3.003 -0.439
C 2.749 -4.047 -1.998
N 0.401 -3.110 2.019
C -3.521 2.472 0.425
C -0.123 -3.136 3.317
C -1.291 -2.957 5.817
H -0.024 -4.603 6.363
H -1.753 -2.882 6.796
C -1.022 0.613 -1.325
C -3.559 1.241 1.047
H -4.408 0.577 0.965
H -0.484 3.402 1.563
H 3.424 -4.645 -2.598
C 2.488 -4.392 -0.681
F -3.074 5.594 -4.631
H 1.013 -4.761 4.108
C -2.497 -0.477 2.530
C -1.846 3.624 -4.163
H -4.346 2.806 -0.193
C 2.298 0.601 0.100
C 1.279 -3.972 1.493
C 0.261 -4.018 4.323
C -1.373 2.802 1.396
C 5.044 0.804 0.048
N 1.046 -2.514 -0.471
H 2.922 -5.255 -0.195
H -3.758 2.673 -4.385
C -1.101 -2.151 3.554
O 1.787 -4.978 1.987
*
```